# 1
{
  "formula": "C14H48AlF6N22O13S",
  "method": "wB97M-V/def2-TZVPD",
  "species": ["C", "Al", "F", "S", "O", "O", "C", "F", "F", "C", "F", "F", "F", "H", "H", "H", "H", "C", "O", "N", "N", "H", "H", "H", "H", "C", "O", "N", "N", "H", "H", "H", "H", "C", "O", "N", "N", "H", "H", "H", "H", "C", "O", "N", "N", "H", "H", "H", "H", "C", "O", "N", "N", "H", "H", "H", "H", "C", "O", "N", "N", "H", "H", "H", "H", "C", "O", "N", "N", "H", "H", "H", "H", "C", "O", "N", "N", "H", "H", "H", "H", "C", "O", "N", "N", "H", "H", "H", "H", "C", "O", "N", "N", "H", "H", "H", "H", "C", "O", "N", "N", "H", "H", "H", "H"],
  "positions_angstrom": [[6.257912, 2.488978, -5.805804], [5.556645, 0.817481, -6.579357], [6.342216, -0.526036, -5.930685], [3.389610, 0.391836, -5.707687], [2.899056, -0.896912, -6.197301], [3.460480, 0.478611, -4.248649], [2.004305, 1.601725, -6.117773], [1.025470, 1.338614, -5.209370], [1.516705, 1.384309, -7.355603], [2.390368, 3.090804, -5.989492], [3.027909, 3.495546, -7.089303], [3.172037, 3.310363, -4.936738], [1.289237, 3.850507, -5.847332], [7.352905, 2.428443, -5.814482], [5.945172, 3.352498, -6.408859], [5.910269, 2.642248, -4.776096], [5.571507, 0.716793, -8.167988], [-0.889713, 0.382569, -1.637076], [-1.598979, 0.381324, -0.629029], [0.188309, -0.435935, -1.783137], [-1.134793, 1.212580, -2.680511], [0.778754, -0.431601, -2.597793], [0.402481, -1.067693, -1.036068], [-1.907479, 1.846771, -2.608161], [-0.572020, 1.226953, -3.512599], [5.163132, -3.858553, -4.072083], [5.336029, -4.979280, -3.604624], [6.177250, -2.956906, -4.211846], [3.943586, -3.430874, -4.508990], [6.074733, -2.053647, -4.649792], [7.086176, -3.251103, -3.911308], [3.181874, -4.079369, -4.453672], [3.777788, -2.513732, -4.885511], [-1.835114, 5.854121, -6.821376], [-1.946290, 4.672072, -7.078313], [-0.699810, 6.393625, -6.278985], [-2.850148, 6.750791, -7.053985], [-0.604915, 7.365559, -6.057869], [0.064029, 5.768558, -6.096556], [-3.695834, 6.387851, -7.450495], [-2.782850, 7.729012, -6.850719], [-2.308298, -3.035817, 1.997713], [-2.846296, -3.892734, 2.691131], [-0.952407, -2.909396, 1.946199], [-3.010461, -2.149230, 1.245405], [-0.489703, -2.204519, 1.404140], [-0.407842, -3.540582, 2.503840], [-4.011988, -2.194812, 1.281352], [-2.578460, -1.437626, 0.675013], [0.621705, 1.305115, 3.128460], [1.678662, 1.453862, 3.743273], [0.589314, 1.079503, 1.785563], [-0.580605, 1.341190, 3.758284], [-0.264535, 0.943542, 1.271104], [1.464982, 1.051987, 1.297076], [-0.577166, 1.534084, 4.743022], [-1.464203, 1.211611, 3.301814], [1.054415, -4.074653, -7.300184], [0.100844, -3.390192, -6.972128], [0.894765, -5.394891, -7.666178], [2.337327, -3.623663, -7.329906], [1.656073, -5.988276, -7.933426], [-0.036109, -5.763815, -7.650568], [2.520864, -2.665839, -7.067559], [3.110678, -4.203617, -7.593204], [-4.425556, -4.007313, 6.217299], [-3.375593, -3.415892, 6.406086], [-4.769672, -4.582028, 5.034829], [-5.365044, -4.135125, 7.217584], [-5.638785, -5.059359, 4.884414], [-4.138310, -4.503125, 4.256637], [-5.147987, -3.720815, 8.103199], [-6.240783, -4.604294, 7.091798], [1.398782, -0.448565, 6.862014], [1.374344, -0.855570, 8.015966], [0.576041, -0.908189, 5.876959], [2.230181, 0.556431, 6.452357], [0.625315, -0.515686, 4.954991], [-0.118285, -1.598408, 6.099136], [2.835884, 0.949610, 7.146462], [2.227238, 0.937518, 5.515072], [1.818868, 4.266365, 9.117097], [1.179275, 5.103827, 8.503419], [2.848975, 4.609627, 9.956465], [1.567019, 2.929193, 9.022979], [3.389341, 3.940344, 10.469527], [3.061065, 5.584819, 10.044498], [0.825189, 2.638526, 8.412944], [2.077231, 2.226065, 9.523570], [-6.544452, -5.192431, 1.918284], [-6.947905, -4.590288, 2.901981], [-5.229737, -5.188363, 1.547106], [-7.386803, -5.911447, 1.109506], [-4.888947, -5.679097, 0.742418], [-4.568683, -4.662198, 2.105791], [-8.357656, -5.926056, 1.356935], [-7.079105, -6.408074, 0.296002], [-2.810850, 4.232039, 5.155044], [-2.642277, 3.060463, 4.864712], [-1.828803, 4.994701, 5.720703], [-4.002388, 4.871770, 4.935948], [-1.949581, 5.957297, 5.969426], [-0.942412, 4.556864, 5.894017], [-4.740783, 4.333719, 4.523859], [-4.163859, 5.832979, 5.165702]],
  "forces_ev_per_angstrom": [[-0.5, -0.1, 0.0], [1.1, 0.7, -0.6], [-0.2, -0.4, 0.3], [0.3, -0.7, 0.8], [-0.3, 0.1, -0.3], [-0.2, 0.3, -0.2], [-0.4, -0.3, 0.0], [0.0, 0.2, -0.2], [0.2, 0.1, 0.4], [-0.1, 0.1, 0.0], [0.1, -0.1, 0.0], [-0.1, 0.0, 0.0], [0.0, -0.1, 0.0], [-0.1, 0.1, 0.0], [0.1, -0.1, 0.2], [0.2, 0.0, -0.1], [-0.3, 0.0, 0.0], [0.1, 0.0, -0.2], [0.1, -0.2, 0.4], [-0.1, 0.1, 0.1], [0.0, 0.1, -0.1], [0.0, 0.0, 0.0], [0.0, 0.0, 0.0], [0.0, 0.0, 0.0], [0.0, 0.0, 0.0], [0.1, 0.0, -0.1], [0.0, 0.0, 0.0], [-0.1, 0.0, 0.1], [0.0, 0.0, 0.1], [0.0, 0.0, -0.1], [0.0, 0.0, 0.0], [0.0, 0.0, 0.0], [0.0, 0.1, 0.0], [0.0, 0.1, 0.0], [0.0, 0.0, 0.0], [0.0, -0.1, 0.0], [0.0, 0.0, 0.0], [0.0, 0.0, 0.0], [0.0, 0.0, 0.0], [0.0, 0.0, 0.0], [0.0, 0.0, 0.0], [0.1, 0.4, 0.0], [-0.2, -0.3, 0.0], [0.0, -0.1, 0.0], [0.0, 0.1, -0.1], [0.0, 0.1, 0.0], [0.0, 0.0, 0.0], [0.0, 0.0, 0.0], [0.0, 0.0, 0.0], [-0.3, 0.0, 0.0], [0.1, -0.1, -0.1], [0.0, -0.1, 0.0], [0.4, -0.2, -0.1], [-0.1, 0.1, -0.2], [0.0, 0.0, 0.0], [-0.2, 0.1, 0.0], [0.0, 0.2, 0.0], [0.1, -0.1, 0.0], [0.0, 0.0, 0.0], [0.0, 0.0, 0.0], [-0.1, 0.1, -0.1], [0.0, 0.0, 0.0], [0.0, 0.0, 0.0], [-0.1, 0.0, 0.0], [0.0, 0.0, 0.1], [-0.1, 0.0, -0.1], [0.0, 0.0, 0.0], [0.1, -0.2, 0.1], [0.0, 0.0, 0.0], [-0.1, 0.2, -0.1], [0.2, 0.2, 0.1], [0.0, 0.0, 0.0], [0.0, 0.0, 0.0], [0.0, 0.4, -0.1], [0.0, -0.1, 0.0], [0.0, -0.2, 0.0], [0.2, 0.0, 0.2], [-0.1, -0.1, 0.0], [0.0, 0.0, 0.0], [0.0, 0.0, 0.0], [-0.1, 0.0, 0.0], [0.0, -0.2, 0.1], [0.0, 0.1, -0.1], [0.0, 0.0, 0.0], [0.0, 0.1, 0.0], [0.0, 0.0, 0.0], [0.0, 0.0, 0.0], [0.0, -0.1, 0.0], [0.0, 0.0, 0.0], [0.4, 0.1, -0.1], [-0.2, -0.1, 0.0], [-0.3, 0.0, 0.1], [0.0, 0.0, 0.0], [0.0, 0.0, 0.0], [0.1, 0.0, -0.1], [0.0, 0.0, 0.0], [0.0, 0.0, 0.0], [0.1, 0.1, 0.1], [-0.1, -0.1, 0.0], [-0.1, -0.1, -0.1], [0.0, 0.0, 0.0], [0.0, 0.0, 0.0], [0.0, 0.0, 0.1], [0.0, 0.0, 0.0], [0.0, 0.0, 0.0]],
  "lowdin_charge": [-0.21, 0.18, -0.25, 0.68, -0.41, -0.39, -0.48, 0.08, 0.12, -0.57, 0.17, 0.17, 0.15, 0.00, -0.01, 0.00, -0.07, -0.67, -0.03, 0.18, 0.18, 0.10, 0.09, 0.11, 0.08, -0.69, -0.01, 0.16, 0.16, 0.06, 0.10, 0.10, 0.05, -0.68, 0.03, 0.15, 0.14, 0.09, 0.08, 0.10, 0.08, -0.65, -0.01, 0.17, 0.18, 0.08, 0.11, 0.11, 0.07, -0.67, -0.01, 0.17, 0.17, 0.07, 0.11, 0.09, 0.10, -0.69, 0.02, 0.13, 0.16, 0.08, 0.09, 0.05, 0.10, -0.68, 0.01, 0.17, 0.13, 0.08, 0.06, 0.09, 0.08, -0.69, -0.01, 0.17, 0.15, 0.06, 0.11, 0.08, 0.05, -0.69, 0.01, 0.14, 0.16, 0.09, 0.10, 0.10, 0.09, -0.68, 0.01, 0.17, 0.14, 0.10, 0.05, 0.10, 0.09, -0.67, 0.02, 0.16, 0.14, 0.09, 0.10, 0.10, 0.09],
  "spin_multiplicity": 1,
  "orbital_gap_ev": 9.019,
  "charge": -1,
  "homo_energy_ev": -7.128
}

---

# 2
{
  "formula": "C10H21MgN2",
  "method": "wB97M-V/def2-TZVPD",
  "species": ["C", "Mg", "N", "H", "H", "H", "H", "H", "H", "H", "H", "C", "N", "C", "C", "C", "C", "C", "C", "C", "C", "H", "H", "H", "H", "H", "H", "H", "H", "H", "H", "H", "H", "H"],
  "positions_angstrom": [[-1.206330, 0.500563, -2.254611], [-0.096537, 0.095966, -0.778502], [0.756622, -1.848671, -0.999705], [-1.328932, 1.017885, 0.949580], [1.208433, 1.870772, -0.126530], [-1.598450, 1.585945, -2.198157], [-2.035445, -0.158876, -2.591633], [-0.382324, 0.660417, -3.081811], [0.326491, -2.592568, -0.395498], [1.724798, -1.750786, -0.764182], [0.676102, -2.132152, -1.967059], [1.105102, -1.947644, 3.523844], [0.744265, -0.647247, 4.139288], [1.929000, -0.004167, 4.764710], [0.020911, 0.311885, 3.204143], [-1.218073, -0.322547, 2.625547], [-1.982290, -1.195791, 3.378944], [-2.969126, -1.974667, 2.786069], [-3.227368, -1.810748, 1.413493], [-2.596595, -0.803732, 0.679967], [-1.629281, 0.019934, 1.324347], [1.780244, -1.764443, 2.679752], [0.203040, -2.463530, 3.194402], [1.612429, -2.541802, 4.292350], [0.073104, -0.847791, 4.893259], [2.653234, 0.228387, 3.975664], [1.604654, 0.910918, 5.266369], [2.361463, -0.703169, 5.487261], [-0.211952, 1.195788, 3.823002], [0.743384, 0.612838, 2.433193], [-1.813931, -1.313034, 4.473575], [-3.540347, -2.703527, 3.368641], [-3.959811, -2.460963, 0.924867], [-2.869284, -0.680842, -0.364880]],
  "forces_ev_per_angstrom": [[-1.1, 2.4, -3.4], [2.1, 0.7, 3.0], [-1.1, -0.7, 0.9], [-0.3, -0.4, -0.1], [-0.5, -1.1, -0.2], [0.2, -1.6, 0.0], [0.6, 0.4, -0.3], [-1.5, -0.7, 0.9], [0.7, 0.9, -0.7], [0.7, -0.3, 0.2], [0.0, -0.2, -0.3], [0.1, 0.0, -0.3], [0.0, 0.3, 0.0], [0.2, 0.0, 0.0], [-0.7, -0.6, -0.6], [1.4, 0.3, 1.2], [-0.5, -0.7, 0.5], [0.1, 0.1, 0.8], [0.0, 0.2, -1.3], [-0.5, -0.3, 1.1], [0.2, 0.1, -1.7], [-0.2, 0.0, 0.1], [0.1, 0.2, -0.1], [-0.1, 0.1, -0.1], [-0.2, -0.1, 0.7], [-0.2, -0.1, 0.1], [0.1, -0.2, -0.1], [-0.1, 0.2, -0.1], [0.1, 0.0, 0.3], [-0.3, 0.0, 0.0], [0.1, 0.0, -0.5], [0.1, 0.4, -0.1], [0.3, 0.2, 0.1], [0.1, 0.3, 0.2]],
  "nbo_charge": [-1.52, 1.35, -1.28, 0.21, -0.79, 0.22, 0.20, 0.19, 0.38, 0.37, 0.38, -0.45, -0.45, -0.52, -0.29, -0.07, -0.31, -0.29, -0.31, -0.20, -0.49, 0.19, 0.23, 0.20, 0.28, 0.21, 0.21, 0.20, 0.17, 0.23, 0.14, 0.20, 0.19, 0.22],
  "spin_multiplicity": 1,
  "orbital_gap_ev": [2.233, 2.167],
  "charge": -1,
  "homo_energy_ev": [0.167, 0.260]
}

---

Short version: DFT total energy = -108451.645 -19129.415 eV, in the order given.
Short version: molar mass = 905.7 193.6 u, in the order given.